(1)
Density functional theory data (ωB97M-V/def2-TZVPD) for 3 unconnected molecules or ions with the total composition C3H14NO2 at a distorted geometry.

Element x y z (Å)
C1 -1.84413 0.04500 1.28643
C2 -1.51847 -0.37151 -0.12995
C3 -1.47040 0.68907 -1.18975
N1 -0.17670 -1.12111 -0.11403
H1 -2.09974 -0.83843 1.87279
H2 -1.00014 0.47445 1.81882
H3 -2.65401 0.76511 1.24884
H4 -2.23770 -1.12035 -0.45057
H5 -0.96780 1.60734 -0.90674
H6 -2.47487 1.00791 -1.47950
H7 -0.99426 0.40748 -2.13497
H8 -0.21268 -1.75056 0.67810
H9 0.05990 -1.54909 -1.02118
H10 0.52939 -0.38512 -0.02197
H11 2.35218 1.83795 0.65613
H12 1.13471 2.75510 0.70608
O1 1.38546 1.82991 0.60643
H13 3.24422 -1.34671 -1.16803
H14 2.53829 -1.97512 0.07594
O2 2.57114 -1.19177 -0.48222

Values from the calculation:
Kohn-Sham gap: 0.443 Ha
Highest occupied orbital energy: -15.249 eV
Energy relative to the best compared isomer or geometry (same formula, charge and spin): 0.473 eV
Total charge: +1

(2)
Density functional theory data (ωB97M-V/def2-TZVPD) for a molecular structure, C34H23BrCoN4O5S at a distorted geometry.

Element x y z (Å)
Co1 0.57630 -0.24197 1.86644
Br1 -4.54825 -4.53314 4.59131
C1 -3.27129 -3.34133 3.93763
C2 -3.13125 -1.99639 4.39304
C3 -1.96543 -1.30876 4.16551
C4 -0.92004 -1.90584 3.39830
O1 0.26738 -1.41660 3.41063
C5 -1.25068 -3.15072 2.65431
C6 -0.45040 -3.55513 1.52364
N1 0.25630 -2.64486 0.80576
C7 1.59229 -2.85947 0.33054
C8 1.92133 -3.88352 -0.55247
C9 3.29049 -4.16345 -0.82501
C10 4.27976 -3.39407 -0.22573
C11 3.98624 -2.30591 0.63971
C12 4.94885 -1.54938 1.33715
C13 4.53787 -0.61284 2.28450
C14 3.16732 -0.32312 2.41261
N2 2.23267 -1.00482 1.76166
C15 2.61127 -2.02950 0.90012
C16 -2.35619 -3.89188 3.02558
H1 -3.90538 -1.57289 5.06640
H2 -1.78431 -0.29126 4.47789
H3 -0.43988 -4.61397 1.20797
H4 1.10243 -4.38746 -1.05868
H5 3.57436 -4.90014 -1.59432
H6 5.35317 -3.57664 -0.34849
H7 6.01481 -1.68323 1.06856
H8 5.32373 -0.16491 2.93639
H9 2.76007 0.34511 3.21072
H10 -2.45013 -4.92543 2.74191
C17 -0.30753 5.70394 -4.13926
C18 0.25959 4.63171 -3.27659
C19 1.65828 4.48611 -3.22392
C20 2.22539 3.57847 -2.36821
C21 1.37147 2.76799 -1.61332
C22 -0.02087 2.78550 -1.77126
C23 -0.58693 3.69798 -2.62568
S1 2.03079 1.60256 -0.41984
O2 3.11285 2.23983 0.30153
O3 2.28513 0.39649 -1.13539
N3 0.89759 1.35101 0.71459
C24 0.31625 2.58573 1.36474
C25 -0.68473 2.12331 2.38393
O4 -1.30398 2.95672 3.06204
O5 -0.87415 0.83460 2.47505
H11 0.34393 5.89453 -5.03767
H12 -0.45200 6.63743 -3.60227
H13 -1.25350 5.38603 -4.62513
H14 2.30779 5.12547 -3.79380
H15 3.30827 3.47190 -2.27104
H16 -0.67168 2.13591 -1.16927
H17 -1.64208 3.84150 -2.77509
H18 -0.20486 3.14589 0.59178
H19 1.16820 3.19174 1.79164
N4 -5.94838 0.81697 -4.59330
C26 -5.12021 0.34739 -3.93935
C27 -4.10540 -0.04371 -2.98935
C28 -2.87655 -0.55284 -3.40367
C29 -1.91246 -0.78907 -2.42219
C30 -2.22613 -0.56904 -1.05299
C31 -3.53187 -0.18106 -0.65761
C32 -4.46153 0.13307 -1.61443
C33 -1.29013 -1.02317 -0.19984
C34 -0.38448 -1.39986 0.56543
H20 -2.65455 -0.72962 -4.45228
H21 -0.90675 -1.05595 -2.69818
H22 -3.74695 -0.13397 0.40525
H23 -5.44121 0.49204 -1.32861

Values from the calculation:
Kohn-Sham gap (spin up / spin down): 0.170 / 0.202 Ha
Highest occupied orbital energy (spin up / spin down): -3.346 / -4.657 eV
Spin multiplicity: 5
Energy relative to the best compared isomer or geometry (same formula, charge and spin): 0.000 eV
Expectation value of S²: 6.198
Total charge: -1

(3)
Density functional theory data (ωB97M-V/def2-TZVPD) for 9 unconnected molecules or ions with the total composition C41H87O9SSi at a distorted geometry.

Element x y z (Å)
C1 -0.48638 2.88510 0.70914
C2 -1.64086 3.71727 -0.15456
C3 -0.86954 4.34643 -1.45618
C4 -1.64611 4.16031 -2.88716
C5 -2.30109 2.67902 -3.13923
C6 -1.34392 1.41482 -2.72302
C7 0.01763 1.24833 -3.62304
C8 1.27198 0.70634 -2.67669
C9 1.95422 -0.68533 -3.21114
C10 0.99377 -2.03201 -2.96623
C11 1.47685 -2.90459 -1.66598
C12 1.05079 -2.28545 -0.21005
S1 -0.57410 -1.35674 -0.17885
C13 -1.92927 -2.27699 0.72862
C14 -3.34353 -1.40160 0.55477
O1 -4.41481 -2.16222 -0.11121
Si1 -4.84481 -1.46414 -1.67121
C15 -6.52576 -2.32616 -2.19068
C16 -3.56290 -1.88904 -3.07721
C17 -5.19115 0.43660 -1.63289
H1 0.16591 3.67161 1.32066
H2 -0.92887 2.03431 1.38076
H3 0.28303 2.38230 -0.05269
H4 -2.59337 3.08184 -0.39477
H5 -1.99802 4.58616 0.57264
H6 -0.80213 5.52281 -1.26443
H7 0.26748 3.99255 -1.52263
H8 -0.81793 4.30439 -3.73466
H9 -2.46123 4.99130 -3.11388
H10 -2.63037 2.55992 -4.28003
H11 -3.31664 2.64716 -2.52633
H12 -1.99014 0.43165 -2.91623
H13 -1.05141 1.39786 -1.58900
H14 0.29227 2.27379 -4.13688
H15 -0.24925 0.49055 -4.49774
H16 0.99875 0.65458 -1.53857
H17 2.11311 1.54793 -2.77150
H18 3.01832 -0.89328 -2.76759
H19 2.04579 -0.58764 -4.39515
H20 -0.15194 -1.78426 -3.00394
H21 1.20394 -2.71714 -3.92124
H22 2.67024 -2.90370 -1.69003
H23 1.16898 -4.04485 -1.72200
H24 1.91083 -1.63191 0.29828
H25 0.91770 -3.21948 0.52126
H26 -0.32890 -0.20547 0.60003
H27 -1.69966 -2.23250 1.89790
H28 -2.06857 -3.39774 0.42276
H29 -3.06059 -0.43716 -0.05744
H30 -3.68851 -1.00520 1.62659
H31 -6.88226 -1.85318 -3.20771
H32 -7.36190 -2.09292 -1.39174
H33 -6.37424 -3.48004 -2.31444
H34 -3.83865 -2.91490 -3.62076
H35 -3.58339 -1.02310 -3.89816
H36 -2.47784 -1.92509 -2.63832
H37 -6.05027 0.76292 -0.89915
H38 -5.45648 0.75118 -2.73842
H39 -4.20819 1.04088 -1.35260
C18 3.13630 7.33427 -3.02322
C19 2.59166 6.20782 -2.18630
O2 2.49834 5.06639 -2.63485
C20 2.16571 6.53193 -0.77932
H40 3.40290 6.95349 -4.01487
H41 2.37678 8.11150 -3.13954
H42 4.03325 7.74584 -2.55378
H43 1.36295 7.27339 -0.79572
H44 3.01950 6.90777 -0.20991
H45 1.79364 5.62311 -0.29441
C21 -3.23300 -4.06485 6.07511
C22 -2.18248 -4.38772 5.04646
O3 -1.01758 -4.61112 5.37183
C23 -2.61239 -4.42676 3.60433
H46 -2.77916 -4.07195 7.07182
H47 -3.64532 -3.07058 5.88558
H48 -4.02507 -4.81723 6.04603
H49 -2.99702 -3.44862 3.30477
H50 -3.37684 -5.19533 3.46521
H51 -1.75010 -4.67206 2.97519
C24 -8.00679 -5.74560 5.56332
C25 -7.37450 -5.26264 6.84119
O4 -6.39464 -4.51938 6.82763
C26 -7.98754 -5.72419 8.13627
H52 -7.45960 -5.33280 4.70914
H53 -7.95982 -6.83643 5.51474
H54 -9.04440 -5.40661 5.51097
H55 -7.93968 -6.81405 8.20229
H56 -9.02435 -5.38420 8.19851
H57 -7.42766 -5.29725 8.97519
C27 6.68894 5.45253 1.43779
C28 5.25629 5.46304 0.97588
O5 4.85560 6.28819 0.15654
C29 4.33289 4.42485 1.55518
H58 7.23777 6.25677 0.93635
H59 6.73253 5.61934 2.51703
H60 7.15507 4.49801 1.18107
H61 4.27153 4.54592 2.63963
H62 4.69411 3.42450 1.30364
H63 3.33132 4.55286 1.13092
C30 9.36862 4.69414 -1.90597
C31 9.88346 5.70228 -0.91372
O6 9.13528 6.22857 -0.09153
C32 11.34915 6.04150 -0.96629
H64 8.29436 4.54815 -1.75071
H65 9.52853 5.05936 -2.92358
H66 9.87626 3.73731 -1.76083
H67 11.59725 6.46675 -1.94203
H68 11.94502 5.14461 -0.77927
H69 11.57814 6.78213 -0.19262
C33 -3.43513 -7.14651 9.49381
C34 -4.67719 -6.81440 10.27673
O7 -5.74834 -7.37113 10.04127
C35 -4.55794 -5.77483 11.35893
H70 -3.67078 -7.91228 8.74715
H71 -3.07192 -6.25443 8.97734
H72 -2.66628 -7.53725 10.16500
H73 -4.24478 -4.82166 10.92551
H74 -3.83907 -6.10452 12.11323
H75 -5.53251 -5.63803 11.83960
C36 1.53896 -7.59021 -4.51929
C37 1.03611 -6.77634 -3.35708
O8 1.80111 -6.09581 -2.67561
C38 -0.43895 -6.82726 -3.06099
H76 2.62186 -7.45682 -4.61412
H77 1.33060 -8.64946 -4.34884
H78 1.06268 -7.25246 -5.44307
H79 -0.73539 -7.85252 -2.82556
H80 -1.00335 -6.45549 -3.91987
H81 -0.65757 -6.19177 -2.19618
C39 4.40544 4.59635 -5.74600
C40 5.37449 5.36148 -6.60710
O9 6.41772 5.81873 -6.14304
C41 5.01778 5.54543 -8.05796
H82 4.79327 4.54240 -4.72319
H83 3.44023 5.10871 -5.72754
H84 4.28949 3.57988 -6.13022
H85 4.07988 6.10008 -8.14246
H86 4.92912 4.57116 -8.54517
H87 5.80862 6.11601 -8.55651

Values from the calculation:
Kohn-Sham gap: 0.289 Ha
Highest occupied orbital energy: -10.782 eV
Total charge: +1

> Number 2 is which compound?

C34H23BrCoN4O5S

> The lowest total charge belongs to which entry?

C34H23BrCoN4O5S

> Which value of total charge does entry 3 give?

+1